DFT (ωB97M-V with the def2-TZVPD basis set) results for a gas-phase ion, C5H7ClN5 (charge +1) in a non-equilibrium geometry.

Molecular weight: 172.6 g/mol
Gap between HOMO and LUMO: 0.3116 Eh
Structure (SMILES): [H]/N=C(Cl)/N=C(C)\[N+](N)=C\C#N
Largest force on an atom: 0.0981 hartree/bohr
HOMO: -14.70 eV
LUMO energy: -6.217 eV
Energy above the lowest of the compared OMol25 structures with the same formula, charge and spin: 4.414 eV
Electronic energy: -928.29070 a.u.

Structure (ORCA input):
```
! RIJCOSX wB97M-V def2-TZVPD def2/J DEFGRID3
* xyz 1 1
C -1.30 -2.46 0.18
C 0.23 1.01 -0.05
C 2.00 -0.47 -0.91
C -0.31 -1.43 0.07
C -0.23 2.38 0.48
N -1.97 -3.37 0.43
N 1.30 0.61 -0.52
N -0.73 -0.19 0.28
N 2.40 -0.82 -2.00
N -1.99 0.13 0.59
Cl 2.73 -0.96 0.77
H 0.75 -1.67 0.10
H 0.52 3.15 0.41
H -0.42 2.34 1.54
H -1.08 2.69 -0.08
H 3.01 -1.49 -2.19
H -2.24 1.12 0.48
H -2.67 -0.58 0.41
*
```